# 1
{
  "formula": "C37H30BrCl2N5O4PbSe",
  "method": "ωB97M-V/def2-TZVPD",
  "charge": -2,
  "relative_energy_kj_mol": 76.7,
  "fmax_ev_per_a": 3.2,
  "gap_ev": 6.0890,
  "e_lumo_ev": 4.008,
  "multiplicity": 1,
  "elements": ["Pb", "Cl", "C", "C", "C", "N", "C", "O", "C", "C", "C", "C", "C", "N", "C", "C", "C", "Cl", "N", "C", "O", "C", "C", "C", "C", "C", "N", "H", "H", "H", "H", "H", "H", "H", "H", "H", "H", "C", "C", "C", "C", "C", "C", "Se", "C", "C", "C", "H", "H", "H", "H", "H", "H", "H", "H", "H", "H", "H", "Br", "C", "C", "C", "C", "C", "C", "C", "O", "O", "H", "H", "H", "H", "C", "C", "C", "N", "H", "H", "H", "H", "H"],
  "positions_angstrom": [[-0.839, -18.717, -8.179], [-3.210, -22.636, -2.787], [-2.819, -21.288, -3.831], [-2.714, -21.377, -5.209], [-2.437, -20.260, -5.988], [-2.282, -20.304, -7.385], [-2.969, -21.160, -8.159], [-3.665, -22.084, -7.868], [-2.845, -20.869, -9.653], [-3.530, -21.705, -10.546], [-3.581, -21.392, -11.881], [-2.915, -20.227, -12.274], [-2.185, -19.513, -11.361], [-2.110, -19.871, -10.102], [-2.252, -19.031, -5.370], [-2.367, -18.914, -4.023], [-2.763, -20.049, -3.294], [-2.763, -19.849, -1.525], [-2.044, -17.954, -6.226], [-2.122, -16.725, -5.789], [-2.406, -16.286, -4.638], [-1.974, -15.722, -6.920], [-1.748, -14.393, -6.504], [-1.513, -13.376, -7.431], [-1.601, -13.843, -8.758], [-1.767, -15.173, -9.100], [-1.957, -16.120, -8.199], [-2.832, -22.355, -5.627], [-3.984, -22.605, -10.101], [-4.307, -21.915, -12.532], [-2.915, -19.741, -13.258], [-1.597, -18.642, -11.643], [-2.194, -18.019, -3.524], [-1.694, -14.208, -5.453], [-1.189, -12.400, -7.159], [-1.383, -13.156, -9.540], [-1.759, -15.398, -10.151], [4.297, -15.863, -14.696], [2.814, -16.120, -14.676], [2.249, -17.261, -15.196], [0.898, -17.591, -15.051], [0.325, -18.830, -15.707], [0.028, -16.656, -14.379], [-1.804, -17.014, -14.252], [0.618, -15.507, -13.807], [-0.265, -14.563, -13.008], [1.950, -15.271, -13.988], [4.921, -16.466, -13.916], [4.472, -14.790, -14.466], [4.723, -16.061, -15.711], [2.911, -18.001, -15.596], [1.010, -19.306, -16.357], [-0.601, -18.593, -16.197], [0.028, -19.615, -14.976], [-0.961, -15.186, -12.432], [-0.786, -13.848, -13.606], [0.320, -13.944, -12.366], [2.423, -14.307, -13.608], [2.797, -17.380, -8.629], [2.518, -18.757, -9.960], [2.404, -18.343, -11.277], [2.014, -19.279, -12.204], [1.803, -20.574, -11.826], [2.081, -21.041, -10.567], [2.346, -20.051, -9.568], [2.146, -20.478, -8.099], [3.091, -20.979, -7.444], [0.946, -20.451, -7.732], [2.572, -17.283, -11.412], [1.857, -18.975, -13.238], [1.548, -21.255, -12.601], [1.861, -21.993, -10.163], [-0.007, -23.763, -7.673], [-1.255, -24.108, -8.450], [-1.539, -25.587, -8.413], [-1.775, -26.713, -8.504], [0.115, -22.687, -7.547], [0.912, -24.045, -8.231], [-0.015, -24.241, -6.625], [-1.268, -23.735, -9.451], [-2.036, -23.606, -7.945]],
  "atomic_forces_ev_per_a": [[0.451, 0.114, -0.348], [0.136, -0.166, -0.614], [-0.893, -0.183, -0.046], [0.190, -0.603, -0.032], [-0.139, -1.683, -0.508], [-0.263, -0.071, 0.060], [1.997, 2.283, -1.085], [-1.870, -2.287, 1.330], [-0.023, -1.076, -0.595], [-0.016, -0.783, 1.334], [-0.708, 0.878, -0.549], [-0.331, 0.326, -1.236], [0.874, 0.115, -0.332], [-0.232, 0.613, 1.697], [-0.189, 1.188, -0.907], [-0.940, -2.277, 1.152], [1.558, 1.734, 1.570], [-0.230, 0.062, -0.427], [0.745, -1.097, 0.049], [-1.139, 1.381, 0.889], [0.621, -0.325, -1.493], [0.505, 0.953, 0.529], [0.169, 0.301, -0.589], [-0.511, -3.050, -0.809], [0.743, 1.115, 0.544], [-0.287, 1.044, 0.233], [-0.136, -0.122, 0.773], [-0.034, -0.201, -0.478], [-0.043, 0.662, -0.399], [0.935, 0.139, 0.171], [-0.278, -0.671, 0.081], [-0.185, -0.062, -0.285], [0.095, 1.243, 0.593], [-0.100, -0.077, 0.469], [-0.099, 0.652, 0.066], [-0.019, 0.439, -0.714], [0.001, -0.532, -0.252], [1.205, -0.071, 0.328], [-0.201, 0.107, 0.720], [-0.506, -0.766, 0.313], [-0.551, 1.121, -0.120], [-0.328, -0.026, 1.687], [1.070, -1.110, -0.460], [-0.684, -0.083, 0.112], [-1.407, 0.026, 0.010], [0.621, -0.985, 0.038], [1.996, 1.864, 0.275], [-1.219, 0.835, -1.313], [0.044, -0.588, -0.146], [-0.186, 0.057, 0.796], [0.318, -0.426, -0.583], [0.910, -0.301, -0.921], [-0.354, 0.196, -0.436], [0.140, 0.531, -0.027], [-0.038, 0.457, -0.169], [-0.814, 0.104, -0.739], [0.740, 0.267, 0.801], [-0.798, -1.198, -0.188], [0.007, -0.321, -0.214], [0.109, 0.557, 0.429], [0.094, 0.475, 0.790], [0.097, 1.461, -0.850], [0.699, -1.489, -0.281], [-0.404, 2.644, 1.575], [-0.328, -1.300, 0.378], [2.075, -1.567, 0.432], [-0.839, 0.971, -1.121], [-1.296, 0.544, 0.278], [-0.131, -0.087, -0.793], [-0.007, -0.058, 0.270], [-0.418, -0.634, -0.486], [-0.058, -1.138, -0.229], [1.545, -0.410, 0.880], [0.226, -1.488, 1.088], [-0.081, 0.651, -0.828], [0.185, 0.527, 0.286], [-0.332, 0.085, 0.096], [-0.460, -0.255, 0.554], [0.090, 0.643, -1.658], [0.183, -0.025, -0.795], [-1.273, 0.229, 0.380]]
}

***

# 2
{
  "formula": "C37H30CaF6N3O4P2S6SbSe2",
  "method": "ωB97M-V/def2-TZVPD",
  "charge": -2,
  "relative_energy_kj_mol": 39.8,
  "fmax_ev_per_a": 1.0,
  "gap_ev": 6.0777,
  "e_lumo_ev": 3.812,
  "multiplicity": 1,
  "elements": ["Ca", "F", "C", "F", "F", "S", "O", "O", "N", "S", "O", "O", "C", "F", "F", "F", "S", "Sb", "S", "S", "S", "Se", "Se", "C", "C", "C", "C", "C", "N", "C", "C", "C", "C", "C", "N", "H", "H", "H", "H", "H", "H", "H", "H", "C", "P", "C", "C", "C", "C", "C", "C", "C", "C", "C", "C", "C", "C", "P", "C", "C", "C", "C", "C", "C", "C", "C", "C", "C", "C", "C", "H", "H", "H", "H", "H", "H", "H", "H", "H", "H", "H", "H", "H", "H", "H", "H", "H", "H", "H", "H", "H", "H"],
  "positions_angstrom": [[-1.302, 0.613, -0.188], [-3.674, 4.480, 2.825], [-2.435, 4.030, 2.599], [-1.952, 4.630, 1.518], [-1.673, 4.347, 3.650], [-2.447, 2.201, 2.396], [-1.081, 1.891, 2.024], [-2.988, 1.668, 3.605], [-3.333, 2.067, 1.118], [-4.368, 0.898, 0.938], [-3.651, -0.321, 0.664], [-5.493, 0.905, 1.818], [-5.021, 1.435, -0.707], [-4.015, 1.780, -1.519], [-5.694, 0.425, -1.264], [-5.844, 2.477, -0.585], [0.169, 0.767, -5.247], [1.277, 1.348, -3.347], [2.091, -0.812, -2.370], [-0.119, 2.506, -1.830], [3.292, 2.410, -3.455], [0.550, -1.807, -1.113], [-1.936, -3.211, 0.355], [-1.496, -2.316, 1.951], [-1.854, -2.882, 3.193], [-1.450, -2.311, 4.366], [-0.659, -1.166, 4.323], [-0.378, -0.647, 3.079], [-0.785, -1.163, 1.904], [-0.843, -1.750, -2.447], [-0.878, -2.611, -3.533], [-1.863, -2.430, -4.483], [-2.761, -1.384, -4.331], [-2.638, -0.567, -3.225], [-1.713, -0.755, -2.281], [-2.448, -3.785, 3.185], [-1.734, -2.751, 5.317], [-0.309, -0.672, 5.219], [0.218, 0.254, 3.001], [-0.127, -3.383, -3.623], [-1.913, -3.080, -5.348], [-3.519, -1.176, -5.073], [-3.289, 0.285, -3.095], [3.240, -0.843, 3.118], [2.707, -0.264, 1.436], [4.169, -0.724, 0.427], [4.407, -2.098, 0.335], [5.412, -2.595, -0.474], [6.178, -1.726, -1.243], [5.929, -0.366, -1.181], [4.943, 0.135, -0.343], [2.641, 1.551, 1.530], [2.739, 2.319, 0.369], [2.545, 3.691, 0.410], [2.216, 4.316, 1.604], [2.056, 3.554, 2.756], [2.260, 2.185, 2.716], [4.756, -0.421, 4.125], [4.155, 0.847, 5.316], [4.924, 1.953, 5.675], [4.493, 2.837, 6.654], [3.289, 2.630, 7.309], [2.530, 1.512, 6.991], [2.966, 0.627, 6.018], [5.877, 0.519, 3.021], [7.034, -0.151, 2.624], [7.957, 0.453, 1.785], [7.739, 1.747, 1.338], [6.595, 2.429, 1.730], [5.670, 1.820, 2.564], [3.310, -1.924, 2.968], [2.373, -0.725, 3.772], [3.771, -2.791, 0.877], [5.574, -3.665, -0.535], [6.940, -2.113, -1.908], [6.490, 0.322, -1.802], [4.770, 1.200, -0.323], [2.947, 1.863, -0.594], [2.617, 4.248, -0.516], [2.050, 5.386, 1.632], [1.761, 4.022, 3.689], [2.119, 1.611, 3.621], [5.865, 2.138, 5.174], [5.102, 3.700, 6.897], [2.946, 3.329, 8.061], [1.591, 1.329, 7.499], [2.360, -0.244, 5.801], [7.202, -1.163, 2.975], [8.836, -0.093, 1.467], [8.450, 2.220, 0.672], [6.406, 3.432, 1.367], [4.775, 2.360, 2.842]],
  "atomic_forces_ev_per_a": [[0.483, -0.853, 0.164], [0.071, -0.018, 0.002], [-0.019, 0.089, -0.001], [-0.032, -0.036, 0.075], [-0.034, -0.022, -0.062], [0.622, 0.240, 0.266], [-0.158, 0.179, -0.007], [0.035, 0.025, 0.006], [-0.124, 0.383, -0.331], [-0.569, 0.036, -0.144], [-0.008, -0.128, -0.149], [0.051, -0.198, -0.025], [-0.028, 0.057, -0.003], [-0.112, -0.065, 0.058], [0.061, 0.109, 0.068], [0.078, -0.059, -0.007], [0.010, 0.008, 0.051], [-0.114, 0.090, 0.055], [0.155, 0.221, -0.126], [-0.068, -0.437, 0.220], [0.052, -0.020, 0.022], [-0.285, 0.223, 0.018], [-0.007, 0.106, 0.082], [0.252, 0.033, -0.372], [-0.123, -0.208, -0.110], [-0.004, -0.029, 0.232], [0.062, 0.058, -0.100], [0.234, 0.080, -0.181], [-0.497, 0.035, 0.512], [0.056, 0.052, -0.005], [0.052, 0.010, 0.087], [-0.057, 0.029, -0.019], [0.051, -0.033, 0.005], [0.032, -0.072, -0.007], [-0.133, 0.106, -0.166], [0.002, 0.012, -0.023], [-0.007, -0.007, -0.006], [0.024, 0.026, -0.012], [-0.059, 0.027, 0.014], [-0.003, 0.006, -0.004], [0.000, 0.007, -0.004], [-0.008, -0.009, -0.002], [-0.018, -0.014, -0.010], [0.015, -0.020, 0.033], [0.084, -0.019, -0.088], [0.034, -0.010, 0.111], [-0.035, 0.050, 0.041], [0.043, -0.012, -0.055], [-0.016, -0.052, 0.012], [0.017, 0.040, 0.036], [0.087, 0.000, -0.006], [-0.054, -0.010, -0.057], [-0.019, -0.010, -0.022], [-0.005, 0.014, 0.002], [0.004, -0.012, 0.025], [0.016, 0.021, -0.009], [0.012, -0.011, -0.008], [-0.027, 0.034, -0.071], [-0.010, -0.052, -0.036], [0.041, 0.013, -0.061], [0.001, 0.011, 0.020], [-0.006, 0.006, 0.012], [0.007, 0.014, 0.004], [-0.007, -0.015, -0.069], [-0.011, 0.025, 0.053], [-0.015, -0.034, 0.022], [0.007, 0.011, -0.057], [-0.005, -0.008, -0.015], [0.006, 0.000, 0.007], [-0.007, 0.015, -0.004], [-0.031, 0.013, 0.045], [-0.029, -0.007, 0.024], [0.010, -0.005, -0.006], [0.002, -0.002, 0.000], [0.005, -0.004, 0.000], [0.001, 0.007, -0.001], [0.072, -0.032, -0.001], [-0.100, 0.043, 0.016], [-0.008, -0.006, -0.011], [-0.006, 0.001, -0.003], [0.000, 0.000, -0.009], [0.027, -0.038, 0.071], [-0.013, 0.006, -0.011], [0.002, -0.001, -0.001], [-0.001, 0.001, -0.001], [-0.004, -0.002, -0.001], [-0.020, -0.017, -0.016], [-0.003, 0.002, -0.008], [0.007, 0.001, 0.004], [0.002, 0.001, -0.003], [-0.007, 0.002, -0.001], [0.019, 0.004, 0.031]]
}

***

# 3
{
  "formula": "C37H30KN4O2PS",
  "method": "ωB97M-V/def2-TZVPD",
  "charge": -2,
  "relative_energy_kj_mol": 10.5,
  "fmax_ev_per_a": 0.5,
  "gap_ev": 5.6365,
  "e_lumo_ev": 4.259,
  "multiplicity": 1,
  "elements": ["K", "C", "C", "C", "C", "C", "H", "H", "H", "H", "H", "N", "C", "C", "C", "C", "C", "C", "S", "O", "O", "N", "C", "N", "C", "C", "C", "N", "H", "H", "H", "H", "H", "H", "H", "H", "H", "C", "C", "C", "C", "C", "C", "P", "C", "C", "C", "C", "C", "C", "C", "C", "C", "C", "C", "C", "C", "C", "C", "C", "H", "H", "H", "H", "H", "H", "H", "H", "H", "H", "H", "H", "H", "H", "H", "H"],
  "positions_angstrom": [[-1.573, 0.677, 2.168], [-3.634, 0.476, 4.407], [-2.431, 0.844, 5.047], [-1.550, -0.255, 4.985], [-2.207, -1.302, 4.308], [-3.495, -0.851, 3.951], [-4.505, 1.106, 4.279], [-2.220, 1.805, 5.499], [-0.536, -0.283, 5.364], [-1.784, -2.271, 4.081], [-4.239, -1.417, 3.405], [1.839, 2.466, -4.539], [0.992, 2.764, -3.451], [1.330, 2.347, -2.166], [0.470, 2.581, -1.107], [-0.733, 3.236, -1.326], [-1.083, 3.653, -2.600], [-0.219, 3.424, -3.661], [-1.847, 3.440, 0.044], [-2.757, 4.514, -0.292], [-1.008, 3.637, 1.205], [-2.549, 2.035, 0.275], [-3.353, 1.426, -0.596], [-3.679, 1.965, -1.803], [-4.470, 1.254, -2.586], [-4.986, 0.015, -2.245], [-4.592, -0.460, -0.997], [-3.798, 0.200, -0.184], [2.788, 2.274, -4.254], [1.818, 3.167, -5.264], [2.261, 1.814, -1.994], [0.718, 2.239, -0.107], [-2.037, 4.143, -2.745], [-0.492, 3.737, -4.664], [-4.703, 1.703, -3.550], [-5.631, -0.548, -2.903], [-4.930, -1.433, -0.644], [1.597, -3.099, -4.357], [1.732, -3.776, -3.149], [1.487, -3.121, -1.949], [1.090, -1.783, -1.923], [0.947, -1.124, -3.145], [1.206, -1.766, -4.351], [0.747, -0.752, -0.372], [0.331, -2.164, 0.717], [-0.922, -2.749, 0.532], [-1.315, -3.844, 1.290], [-0.459, -4.369, 2.247], [0.785, -3.785, 2.447], [1.178, -2.689, 1.690], [2.498, -0.366, 0.023], [3.643, -0.646, -0.679], [4.880, -0.136, -0.217], [4.958, 0.630, 0.916], [3.793, 0.942, 1.662], [3.775, 1.729, 2.837], [2.578, 1.971, 3.464], [1.360, 1.451, 2.967], [1.291, 0.663, 1.832], [2.549, 0.434, 1.203], [1.790, -3.609, -5.293], [2.034, -4.818, -3.145], [1.600, -3.659, -1.013], [0.629, -0.085, -3.144], [1.097, -1.226, -5.284], [-1.599, -2.328, -0.205], [-2.304, -4.266, 1.154], [-0.772, -5.208, 2.856], [1.448, -4.174, 3.212], [2.144, -2.230, 1.860], [3.618, -1.247, -1.582], [5.784, -0.362, -0.774], [5.922, 1.002, 1.253], [4.701, 2.143, 3.224], [2.569, 2.589, 4.359], [0.443, 1.708, 3.498]],
  "atomic_forces_ev_per_a": [[0.141, -0.371, 0.358], [0.034, -0.055, 0.038], [-0.025, -0.027, 0.041], [-0.046, -0.020, 0.084], [-0.037, 0.003, 0.064], [-0.006, 0.028, 0.053], [-0.001, 0.005, -0.015], [0.004, 0.009, -0.003], [0.009, 0.001, 0.010], [0.025, -0.069, -0.022], [0.006, 0.002, -0.009], [-0.014, 0.005, -0.015], [-0.028, 0.038, 0.026], [0.029, 0.040, -0.012], [0.013, -0.018, 0.036], [-0.142, -0.066, 0.007], [0.058, 0.008, -0.017], [0.012, -0.021, 0.030], [-0.142, 0.202, 0.066], [0.021, -0.001, -0.149], [0.034, 0.009, 0.033], [-0.163, 0.313, -0.406], [-0.131, -0.078, -0.310], [0.074, -0.023, 0.105], [0.036, 0.030, 0.014], [-0.004, 0.010, -0.003], [0.037, -0.003, 0.021], [0.042, 0.065, -0.027], [0.006, -0.006, 0.002], [0.002, -0.005, -0.004], [0.000, 0.019, 0.002], [0.018, 0.030, -0.017], [0.005, -0.008, 0.000], [0.008, -0.005, -0.003], [-0.015, -0.010, -0.004], [-0.002, 0.001, -0.001], [-0.001, 0.004, 0.004], [-0.002, 0.015, 0.054], [0.001, 0.045, -0.018], [-0.030, -0.005, 0.014], [0.001, 0.115, 0.152], [-0.004, 0.036, -0.021], [0.013, -0.020, 0.040], [0.059, -0.223, -0.479], [0.032, -0.165, 0.064], [0.018, 0.018, 0.049], [-0.007, 0.057, 0.009], [0.005, 0.035, 0.015], [0.016, 0.015, -0.005], [-0.071, -0.037, -0.009], [0.010, 0.166, 0.189], [-0.094, -0.038, -0.044], [0.063, 0.022, 0.018], [0.028, -0.016, -0.012], [-0.154, -0.064, -0.068], [0.010, 0.012, -0.005], [0.046, 0.053, 0.078], [0.006, -0.086, -0.149], [0.053, 0.039, 0.060], [0.000, -0.040, -0.050], [0.001, 0.000, -0.001], [-0.001, 0.003, 0.012], [0.002, 0.004, -0.019], [-0.005, -0.059, -0.031], [-0.012, 0.014, 0.012], [-0.004, -0.003, 0.016], [0.000, -0.008, -0.018], [0.003, -0.005, -0.002], [-0.002, 0.006, -0.007], [-0.009, 0.011, 0.007], [-0.016, -0.004, 0.007], [0.002, -0.004, -0.001], [-0.007, 0.014, 0.008], [0.012, -0.008, -0.006], [-0.009, -0.003, -0.006], [0.188, 0.071, 0.165]]
}

***

Q: What is the charge in the first record?
A: -2

***

Q: What is the charge in the second record?
A: -2